2 unconnected molecules or ions with the total composition C4H10I2Si in a non-equilibrium geometry, computed with the ωB97M-V functional and the def2-TZVPD basis.

Each atom is followed by the atoms it is bonded to, with distances in Å.
Cartesian coordinates (Å):
1 C -0.14 0.45 1.47  C8 1.598, Si11 2.011, C12 1.574, H17 1.116
2 I -3.38 1.87 0.03  Si11 2.543
3 H 0.42 2.44 0.80  C8 1.233
4 H 1.71 1.66 1.79  C8 1.102
5 C 0.28 -0.81 -3.72  H10 1.083, H14 1.003, H15 1.138
6 I -2.46 -1.94 0.00  Si11 2.467
7 H 1.58 1.11 0.05  C8 1.082
8 C 1.04 1.39 0.95  C1 1.598, H3 1.233, H4 1.102, H7 1.082
9 H -0.25 -1.70 2.34  C12 1.086
10 H 0.46 -0.64 -2.67  C5 1.083
11 Si -1.40 0.28 -0.09  C1 2.011, I2 2.543, I6 2.467
12 C 0.41 -0.96 1.88  C1 1.574, H9 1.086, H13 1.162, H16 1.096
13 H 0.81 -1.24 0.83  C12 1.162
14 H 0.84 -0.50 -4.49  C5 1.003
15 H -0.50 -1.59 -4.00  C5 1.138
16 H 1.25 -0.84 2.56  C12 1.096
17 H -0.67 1.02 2.27  C1 1.116

## Properties
Frontier orbital gap (spin up / spin down) in eV: 7.021 / 8.118
Energy relative to the best compared isomer or geometry (same formula, charge and spin) in kcal per mole: 112.8
HOMO level (spin up / spin down) in eV: -9.0 / -8.1
Multiplicity: 1
Net charge: 0